The following is a quantum chemistry calculation of a structure of composition C24H19BrCeN2OS5Sb at a distorted geometry, from OMol25.

```
54
C24H19BrCeN2OS5Sb ωB97M-V/def2-TZVPD
Ce -1.346 1.023 -0.530
Br 0.590 4.422 5.840
C -0.114 3.148 4.621
C -0.528 1.904 5.071
C -1.061 0.990 4.185
C -1.191 1.304 2.822
C -0.726 2.562 2.385
C -0.203 3.476 3.273
N -1.699 0.458 1.851
C -2.545 -0.519 2.128
C -3.021 -1.379 1.090
C -3.951 -2.415 1.328
C -4.371 -3.209 0.287
C -3.868 -2.967 -0.993
C -2.965 -1.934 -1.164
N -2.538 -1.150 -0.172
H -0.424 1.644 6.113
H -1.357 0.018 4.546
H -0.807 2.838 1.316
H 0.129 4.442 2.927
H -2.940 -0.656 3.133
H -4.326 -2.582 2.325
H -5.083 -4.004 0.445
H -4.175 -3.558 -1.841
H -2.549 -1.713 -2.150
S -0.994 3.980 -4.071
Sb -2.454 2.467 -3.159
S -1.250 0.326 -3.083
S -2.979 3.055 -0.868
S -4.426 2.127 -4.274
O 0.742 1.574 -0.765
S 1.368 0.965 -1.992
C 3.133 0.902 -1.558
C 3.543 0.743 -0.247
C 4.896 0.717 0.043
C 5.824 0.849 -0.978
C 5.408 1.015 -2.288
C 4.055 1.039 -2.583
C 1.137 -0.816 -1.729
C 1.321 -1.662 -2.812
C 1.072 -3.016 -2.672
C 0.642 -3.522 -1.455
C 0.475 -2.678 -0.368
C 0.720 -1.315 -0.497
H 2.806 0.646 0.539
H 5.234 0.591 1.062
H 6.878 0.814 -0.749
H 6.138 1.129 -3.075
H 3.712 1.161 -3.598
H 1.625 -1.248 -3.761
H 1.204 -3.673 -3.517
H 0.432 -4.575 -1.352
H 0.160 -3.077 0.586
H 0.651 -0.665 0.385
```

Summary:
Charge: 0
Spin multiplicity: 2
⟨S²⟩: 0.75
Lowest unoccupied orbital energy (spin up / spin down) in eV: -2.51 / -2.51
E in eV: -173910.56325
Frontier orbital gap (spin up / spin down) in eV: 3.84 / 3.85
HOMO level (spin up / spin down) in eV: -6.35 / -6.35

Now the Löwdin charges, all in e: number 1, Ce, carries 0.152; number 2, Br, carries 0.761; number 3, C, carries -0.669; number 4, C, carries -0.113; number 5, C, carries -0.007; number 6, C, carries -0.256; number 7, C, carries -0.005; number 8, C, carries -0.093; number 9, N, carries -0.017; number 10, C, carries -0.005; number 11, C, carries -0.221; number 12, C, carries 0.010; number 13, C, carries -0.029; number 14, C, carries 0.000; number 15, C, carries -0.097; number 16, N, carries 0.001; number 17, H, carries 0.107; number 18, H, carries 0.110; number 19, H, carries 0.078; number 20, H, carries 0.115; number 21, H, carries 0.140; number 22, H, carries 0.118; number 23, H, carries 0.117; number 24, H, carries 0.119; number 25, H, carries 0.070; number 26, S, carries -0.229; number 27, Sb, carries -0.081; number 28, S, carries 0.167; number 29, S, carries 0.052; number 30, S, carries -0.248; number 31, O, carries -0.655; number 32, S, carries 1.004; number 33, C, carries -0.343; number 34, C, carries -0.066; number 35, C, carries -0.065; number 36, C, carries -0.073; number 37, C, carries -0.066; number 38, C, carries -0.071; number 39, C, carries -0.432; number 40, C, carries -0.088; number 41, C, carries -0.047; number 42, C, carries -0.066; number 43, C, carries -0.064; number 44, C, carries -0.124; number 45, H, carries 0.109; number 46, H, carries 0.108; number 47, H, carries 0.107; number 48, H, carries 0.109; number 49, H, carries 0.115; number 50, H, carries 0.123; number 51, H, carries 0.114; number 52, H, carries 0.107; number 53, H, carries 0.113; number 54, H, carries 0.103

---

The following is a quantum chemistry calculation of a structure of composition C24H19BrCl3N3O3Tm at a distorted geometry, from OMol25.

```
54
C24H19BrCl3N3O3Tm ωB97M-V/def2-TZVPD
C 2.654 -2.043 0.969
C 1.396 -2.212 1.336
C 0.382 -1.161 1.222
N 0.781 0.091 1.172
C -0.185 1.044 1.080
C 0.144 2.414 1.050
O 1.474 2.801 1.221
C 2.280 2.998 0.148
O 1.995 3.660 -0.786
C 3.603 2.366 0.301
C 4.089 1.562 -0.805
C 5.347 0.987 -0.765
C 6.135 1.194 0.331
C 5.641 1.986 1.439
C 4.382 2.565 1.404
C -0.829 3.361 0.920
Cl -0.409 5.001 0.984
C -2.200 2.975 0.755
Br -3.504 4.276 0.538
C -2.526 1.654 0.784
C -3.879 1.102 0.576
Cl -4.652 0.461 1.958
C -4.413 1.042 -0.638
C -3.757 1.570 -1.871
Cl -5.930 0.291 -0.924
C -1.532 0.700 0.990
N -1.917 -0.587 1.075
C -1.009 -1.488 1.212
C -1.541 -2.875 1.334
C -1.640 -3.589 0.041
O -2.215 -4.617 -0.109
N -1.182 -2.835 -1.122
C -2.281 -2.010 -1.497
C -0.618 -3.694 -2.176
H 3.342 -2.859 1.068
H 3.020 -1.119 0.566
H 1.096 -3.148 1.767
H 3.482 1.416 -1.678
H 5.715 0.418 -1.597
H 7.127 0.782 0.388
H 6.261 2.152 2.302
H 4.028 3.166 2.221
H -2.683 1.611 -1.749
H -4.149 2.552 -2.103
H -4.021 0.927 -2.712
H -2.582 -2.803 1.628
H -1.045 -3.436 2.115
H -2.012 -0.946 -1.592
H -2.668 -2.368 -2.493
H -3.108 -2.066 -0.752
H -1.350 -4.385 -2.586
H -0.237 -3.061 -2.967
H 0.214 -4.237 -1.761
Tm -4.517 -1.583 -2.208
```

Summary:
Charge: +3
Spin multiplicity: 3
⟨S²⟩: 2.02
Lowest unoccupied orbital energy (spin up / spin down) in eV: -10.22 / -12.06
E in eV: -172916.67278
Frontier orbital gap (spin up / spin down) in eV: 6.15 / 4.31
HOMO level (spin up / spin down) in eV: -16.37 / -16.37

Now the Löwdin charges, all in e: number 1, C, carries 0.080; number 2, C, carries -0.086; number 3, C, carries -0.180; number 4, N, carries 0.233; number 5, C, carries -0.099; number 6, C, carries -0.178; number 7, O, carries 0.076; number 8, C, carries -0.433; number 9, O, carries 0.230; number 10, C, carries -0.033; number 11, C, carries 0.117; number 12, C, carries -0.011; number 13, C, carries 0.072; number 14, C, carries 0.106; number 15, C, carries 0.047; number 16, C, carries -0.585; number 17, Cl, carries 0.843; number 18, C, carries -0.609; number 19, Br, carries 0.948; number 20, C, carries -0.265; number 21, C, carries -0.688; number 22, Cl, carries 0.838; number 23, C, carries -0.779; number 24, C, carries -0.090; number 25, Cl, carries 0.777; number 26, C, carries -0.169; number 27, N, carries 0.175; number 28, C, carries -0.204; number 29, C, carries -0.011; number 30, C, carries -0.423; number 31, O, carries 0.189; number 32, N, carries -0.136; number 33, C, carries -0.197; number 34, C, carries -0.007; number 35, H, carries 0.078; number 36, H, carries 0.048; number 37, H, carries 0.107; number 38, H, carries 0.143; number 39, H, carries 0.135; number 40, H, carries 0.141; number 41, H, carries 0.143; number 42, H, carries 0.149; number 43, H, carries 0.100; number 44, H, carries 0.103; number 45, H, carries 0.043; number 46, H, carries 0.145; number 47, H, carries 0.150; number 48, H, carries 0.119; number 49, H, carries 0.062; number 50, H, carries 0.063; number 51, H, carries 0.100; number 52, H, carries 0.101; number 53, H, carries 0.108; number 54, Tm, carries 1.414

---

The following is a quantum chemistry calculation of a structure of composition C24H19BrFeN4O2Se2Te2 at a distorted geometry, from OMol25.

```
55
C24H19BrFeN4O2Se2Te2 ωB97M-V/def2-TZVPD
Fe 0.458 -2.156 0.020
C 2.367 -1.391 2.910
O 1.975 -0.828 1.662
C 2.322 0.466 1.426
C 3.172 1.219 2.216
C 3.374 2.557 1.893
Br 4.486 3.596 3.023
C 2.795 3.141 0.791
C 1.965 2.372 -0.034
C 1.705 1.057 0.318
O 0.813 0.268 -0.370
C 1.380 2.993 -1.225
N 1.330 4.286 -1.402
C 0.711 4.474 -2.618
C 0.382 5.658 -3.277
C -0.270 5.556 -4.488
C -0.582 4.309 -5.050
C -0.255 3.126 -4.418
C 0.390 3.230 -3.191
N 0.819 2.295 -2.275
H 3.451 -1.488 2.973
H 1.925 -2.383 2.948
H 1.993 -0.788 3.742
H 3.658 0.791 3.079
H 2.963 4.177 0.540
H 0.006 0.763 -0.566
H 0.638 6.611 -2.833
H -0.553 6.455 -5.021
H -1.091 4.274 -6.004
H -0.492 2.165 -4.856
H 0.887 1.303 -2.444
Se 2.046 -3.776 0.427
Te 2.609 -5.093 -1.613
Te 0.901 -3.987 -3.466
Se 0.098 -1.946 -2.266
C -1.935 0.434 2.981
C -3.088 -0.292 3.238
C -3.246 -1.520 2.629
C -2.258 -2.001 1.771
N -1.141 -1.298 1.526
C -0.999 -0.115 2.126
C -2.368 -3.301 1.081
C -3.470 -4.143 1.203
C -3.487 -5.340 0.509
C -2.401 -5.671 -0.285
C -1.342 -4.781 -0.344
N -1.326 -3.629 0.313
H -1.759 1.401 3.430
H -3.849 0.095 3.902
H -4.133 -2.103 2.825
H -0.086 0.424 1.922
H -4.309 -3.874 1.827
H -4.339 -6.002 0.589
H -2.372 -6.593 -0.847
H -0.467 -4.999 -0.947
```

Summary:
Charge: 0
Spin multiplicity: 5
⟨S²⟩: 6.03
Lowest unoccupied orbital energy (spin up / spin down) in eV: -0.76 / -0.86
E in eV: -284963.04983
Frontier orbital gap (spin up / spin down) in eV: 5.33 / 5.33
HOMO level (spin up / spin down) in eV: -6.09 / -6.19

Now the Löwdin charges, all in e: number 1, Fe, carries 0.033; number 2, C, carries -0.080; number 3, O, carries -0.194; number 4, C, carries -0.219; number 5, C, carries -0.048; number 6, C, carries -0.666; number 7, Br, carries 0.755; number 8, C, carries -0.063; number 9, C, carries -0.062; number 10, C, carries -0.182; number 11, O, carries -0.093; number 12, C, carries -0.254; number 13, N, carries 0.177; number 14, C, carries -0.227; number 15, C, carries -0.017; number 16, C, carries -0.096; number 17, C, carries -0.095; number 18, C, carries -0.017; number 19, C, carries -0.185; number 20, N, carries 0.170; number 21, H, carries 0.105; number 22, H, carries 0.058; number 23, H, carries 0.105; number 24, H, carries 0.104; number 25, H, carries 0.110; number 26, H, carries 0.114; number 27, H, carries 0.111; number 28, H, carries 0.099; number 29, H, carries 0.100; number 30, H, carries 0.112; number 31, H, carries 0.135; number 32, Se, carries -0.073; number 33, Te, carries 0.138; number 34, Te, carries 0.128; number 35, Se, carries -0.096; number 36, C, carries -0.034; number 37, C, carries -0.042; number 38, C, carries 0.001; number 39, C, carries -0.181; number 40, N, carries 0.092; number 41, C, carries -0.101; number 42, C, carries -0.202; number 43, C, carries -0.006; number 44, C, carries -0.046; number 45, C, carries -0.022; number 46, C, carries -0.146; number 47, N, carries 0.029; number 48, H, carries 0.113; number 49, H, carries 0.115; number 50, H, carries 0.106; number 51, H, carries 0.097; number 52, H, carries 0.102; number 53, H, carries 0.112; number 54, H, carries 0.115; number 55, H, carries 0.012

---

The following is a quantum chemistry calculation of a structure of composition C24H19F5N5PdS at a distorted geometry, from OMol25.

```
55
C24H19F5N5PdS ωB97M-V/def2-TZVPD
Pd 0.628 -0.219 0.738
C -1.736 2.155 0.800
C -0.401 2.664 0.344
C -0.136 4.054 0.404
C 1.069 4.513 0.000
C 2.026 3.625 -0.544
C 3.270 4.102 -1.014
C 4.146 3.220 -1.574
C 3.809 1.864 -1.706
C 2.609 1.333 -1.263
S 2.182 -0.321 -1.575
C 1.695 2.254 -0.619
N 0.479 1.807 -0.117
H -2.091 2.721 1.662
H -1.676 1.101 1.064
H -2.465 2.260 -0.008
H -0.888 4.716 0.814
H 1.323 5.564 0.090
H 3.501 5.156 -0.922
H 5.104 3.568 -1.943
H 4.498 1.186 -2.192
F 3.021 0.166 2.544
C 1.646 0.440 2.517
F 1.116 -0.353 3.533
C 1.589 1.849 3.115
F 2.299 2.724 2.391
F 0.316 2.306 3.167
F 2.057 1.921 4.376
C -4.212 -2.830 1.525
C -3.022 -2.534 2.229
C -1.982 -1.912 1.599
C -2.049 -1.544 0.224
C -0.964 -0.876 -0.445
C -1.161 -0.518 -1.755
C -2.366 -0.796 -2.444
C -3.393 -1.446 -1.824
C -3.258 -1.834 -0.469
C -4.322 -2.485 0.211
H -5.034 -3.320 2.032
H -2.935 -2.800 3.275
H -1.083 -1.684 2.157
H -0.358 -0.016 -2.282
H -2.472 -0.483 -3.478
H -4.317 -1.663 -2.348
H -5.234 -2.695 -0.338
N 1.458 -2.907 -1.795
C 0.811 -3.974 -1.301
N 0.349 -4.899 -2.189
N 0.588 -4.199 -0.026
C 0.912 -3.191 0.755
N 1.224 -2.259 1.366
H 1.297 -2.642 -2.753
H 1.672 -2.127 -1.175
H 0.832 -4.986 -3.067
H 0.032 -5.756 -1.768
```

Summary:
Charge: -1
Lowest unoccupied orbital energy (spin up / spin down) in eV: 2.68 / 2.68
E in eV: -60551.80343
Frontier orbital gap (spin up / spin down) in eV: 6.52 / 6.52
HOMO level (spin up / spin down) in eV: -3.84 / -3.84

Now the Löwdin charges, all in e: number 1, Pd, carries 0.771; number 2, C, carries -0.025; number 3, C, carries -0.322; number 4, C, carries -0.030; number 5, C, carries -0.019; number 6, C, carries -0.181; number 7, C, carries -0.070; number 8, C, carries -0.102; number 9, C, carries -0.134; number 10, C, carries -0.613; number 11, S, carries 0.635; number 12, C, carries -0.207; number 13, N, carries 0.071; number 14, H, carries 0.079; number 15, H, carries 0.051; number 16, H, carries 0.092; number 17, H, carries 0.110; number 18, H, carries 0.115; number 19, H, carries 0.099; number 20, H, carries 0.095; number 21, H, carries 0.085; number 22, F, carries -0.030; number 23, C, carries -0.404; number 24, F, carries -0.036; number 25, C, carries -0.597; number 26, F, carries 0.143; number 27, F, carries 0.115; number 28, F, carries 0.127; number 29, C, carries -0.109; number 30, C, carries -0.094; number 31, C, carries -0.063; number 32, C, carries -0.194; number 33, C, carries -0.214; number 34, C, carries -0.161; number 35, C, carries -0.102; number 36, C, carries -0.074; number 37, C, carries -0.184; number 38, C, carries -0.063; number 39, H, carries 0.090; number 40, H, carries 0.094; number 41, H, carries 0.075; number 42, H, carries 0.039; number 43, H, carries 0.090; number 44, H, carries 0.096; number 45, H, carries 0.100; number 46, N, carries 0.108; number 47, C, carries -0.501; number 48, N, carries 0.147; number 49, N, carries 0.119; number 50, C, carries -0.314; number 51, N, carries 0.129; number 52, H, carries 0.090; number 53, H, carries -0.112; number 54, H, carries 0.097; number 55, H, carries 0.097

---

> Among the records above, which one has the highest E?

C24H19F5N5PdS